The following is a quantum chemistry calculation of the molecule C5H7N at a distorted geometry, from OMol25.

Structure (XYZ):
```
13
Properties=species:S:1:pos:R:3
N -0.389 -0.014 -0.182
C 1.704 -0.881 0.071
C 0.510 1.022 -0.367
C 1.777 0.544 -0.216
C 0.331 -1.131 0.041
C -1.811 0.113 0.033
H -2.030 0.487 1.041
H 2.675 1.141 -0.353
H 0.138 2.020 -0.562
H 1.493 -1.201 1.143
H -2.235 0.795 -0.704
H -2.267 -0.873 -0.080
H -0.131 -2.102 0.188
```

Computed properties:
energy relative to the best compared isomer or geometry (same formula, charge and spin) = 62.7 kcal/mol
HOMO energy = -8.15 eV
max |F| = 2.350 eV/Å
SMILES string = Cn1cccc1
gap between HOMO and LUMO = 8.97 eV

Charges per atom according to Mulliken partitioning, unit e: number 1, N, carries 0.170; number 2, C, carries -0.497; number 3, C, carries -0.368; number 4, C, carries -0.417; number 5, C, carries -0.191; number 6, C, carries -0.848; number 7, H, carries 0.306; number 8, H, carries 0.383; number 9, H, carries 0.357; number 10, H, carries 0.116; number 11, H, carries 0.312; number 12, H, carries 0.295; number 13, H, carries 0.382

---

The following is a quantum chemistry calculation of the ion C3H7N2O with charge +1 at a distorted geometry, from OMol25.

Structure (XYZ):
```
13
Properties=species:S:1:pos:R:3
O 1.790 0.678 0.116
N 0.529 0.871 0.022
N -0.110 -1.282 0.068
C -0.501 -0.079 0.095
C -1.884 0.461 0.020
C 2.351 -0.455 -0.033
H 0.228 1.818 0.230
H -2.611 -0.333 -0.007
H -0.548 -2.200 0.095
H 3.399 -0.573 -0.202
H 1.634 -1.269 -0.034
H -2.024 0.947 -0.960
H -2.255 1.416 0.592
```

Computed properties:
energy relative to the best compared isomer or geometry (same formula, charge and spin) = 128.8 kcal/mol
HOMO energy = -14.56 eV
max |F| = 5.031 eV/Å
net charge = +1
gap between HOMO and LUMO = 8.82 eV

Charges per atom according to Mulliken partitioning, unit e: number 1, O, carries -0.071; number 2, N, carries -0.125; number 3, N, carries -0.626; number 4, C, carries 0.810; number 5, C, carries -1.197; number 6, C, carries -0.055; number 7, H, carries 0.298; number 8, H, carries 0.334; number 9, H, carries 0.186; number 10, H, carries 0.308; number 11, H, carries 0.449; number 12, H, carries 0.359; number 13, H, carries 0.330

---

The following is a quantum chemistry calculation of a structure of composition C30H32BrN7O2SSeV, from OMol25.

Structure (XYZ):
```
75
Properties=species:S:1:pos:R:3
Br 3.450 -1.558 -0.034
Se -0.525 -1.925 0.027
V 0.026 0.434 -0.157
S -2.978 2.373 -3.098
O -1.370 1.732 4.200
O 0.397 2.251 0.391
N 1.293 0.601 -1.800
N -0.641 3.188 -2.012
N 0.858 1.287 2.474
N -1.565 1.112 -1.401
N 1.305 0.207 1.663
N 2.978 1.228 -3.045
N -2.669 0.320 -1.624
C -0.718 4.435 1.810
C 2.165 0.450 -3.837
C -0.723 3.163 2.369
C 2.000 -0.666 2.279
C 0.676 -3.663 -3.576
C 4.248 1.824 -3.436
C 1.094 -3.801 6.109
C 0.651 -3.166 -2.280
C 2.418 1.291 -1.831
C -1.591 2.240 -2.084
C -1.664 -2.574 -2.554
C -4.718 -0.173 -4.427
C -1.336 2.957 3.609
C 2.937 -3.972 4.576
C -0.462 -3.610 -4.368
C -1.633 -3.072 -3.850
C 2.386 -4.227 5.818
C -0.515 -2.605 -1.771
C 2.831 -2.966 2.321
C -0.121 1.996 1.641
C 2.210 -3.263 3.615
C 0.904 -2.865 3.906
C -1.963 4.014 4.254
C -1.962 5.271 3.677
C -4.736 0.144 -2.932
C 2.660 -1.814 1.667
C -1.332 5.493 2.459
C -3.484 0.817 -2.476
C 0.351 -3.130 5.150
C 1.122 0.065 -3.056
H -0.665 -2.829 5.363
H 2.959 -4.765 6.562
H 3.458 -3.730 1.877
H -0.819 4.077 -2.445
H 5.075 1.172 -3.164
H 0.301 -2.401 3.133
H 1.641 1.911 2.660
H -4.654 0.735 -5.028
H -0.077 3.171 -1.166
H 1.539 -3.210 -1.664
H -0.957 1.219 1.552
H 2.144 -0.551 3.353
H 0.662 -4.011 7.078
H -2.450 6.090 4.189
H -5.593 0.776 -2.689
H -1.321 6.481 2.021
H 2.835 1.840 -1.003
H -2.532 -3.055 -4.453
H 1.587 -4.102 -3.963
H -2.576 -2.161 -2.144
H -0.226 4.584 0.859
H -4.829 -0.766 -2.340
H 2.400 0.245 -4.866
H 4.248 1.976 -4.512
H 4.366 2.787 -2.946
H -5.629 -0.696 -4.712
H 0.276 -0.554 -3.303
H -0.614 1.212 3.881
H 3.941 -4.308 4.347
H -3.864 -0.804 -4.677
H -0.443 -4.002 -5.376
H -2.438 3.829 5.208
```

Computed properties:
energy relative to the best compared isomer or geometry (same formula, charge and spin) = 21.1 kcal/mol
HOMO energy (alpha / beta) = -10.57 / -10.58 eV
<S²> = 2.0364
max |F| = 0.326 eV/Å
net charge = +1
gap between HOMO and LUMO (alpha / beta) = 7.45 / 7.56 eV
2S+1 = 3

Charges per atom according to Mulliken partitioning, unit e: number 1, Br, carries -0.090; number 2, Se, carries -0.337; number 3, V, carries 0.028; number 4, S, carries -0.186; number 5, O, carries -0.629; number 6, O, carries -0.914; number 7, N, carries 1.145; number 8, N, carries -0.259; number 9, N, carries -0.461; number 10, N, carries 0.666; number 11, N, carries 0.293; number 12, N, carries 0.152; number 13, N, carries -0.842; number 14, C, carries -0.221; number 15, C, carries -0.769; number 16, C, carries -0.255; number 17, C, carries -0.553; number 18, C, carries -0.616; number 19, C, carries -0.857; number 20, C, carries -0.423; number 21, C, carries -0.143; number 22, C, carries -1.086; number 23, C, carries 0.098; number 24, C, carries -0.334; number 25, C, carries -1.015; number 26, C, carries 0.390; number 27, C, carries -0.525; number 28, C, carries -0.577; number 29, C, carries -0.602; number 30, C, carries -0.519; number 31, C, carries 0.014; number 32, C, carries -0.749; number 33, C, carries 1.391; number 34, C, carries 0.417; number 35, C, carries -0.114; number 36, C, carries -0.630; number 37, C, carries -0.387; number 38, C, carries -0.520; number 39, C, carries 0.027; number 40, C, carries -0.951; number 41, C, carries 0.327; number 42, C, carries -0.771; number 43, C, carries -0.659; number 44, H, carries 0.435; number 45, H, carries 0.391; number 46, H, carries 0.494; number 47, H, carries 0.271; number 48, H, carries 0.321; number 49, H, carries 0.474; number 50, H, carries 0.309; number 51, H, carries 0.378; number 52, H, carries 0.258; number 53, H, carries 0.342; number 54, H, carries 0.467; number 55, H, carries 0.662; number 56, H, carries 0.395; number 57, H, carries 0.391; number 58, H, carries 0.370; number 59, H, carries 0.428; number 60, H, carries 0.622; number 61, H, carries 0.420; number 62, H, carries 0.431; number 63, H, carries 0.607; number 64, H, carries 0.349; number 65, H, carries 0.261; number 66, H, carries 0.480; number 67, H, carries 0.323; number 68, H, carries 0.342; number 69, H, carries 0.353; number 70, H, carries 0.559; number 71, H, carries 0.358; number 72, H, carries 0.441; number 73, H, carries 0.224; number 74, H, carries 0.431; number 75, H, carries 0.460

---

The following is a quantum chemistry calculation of the ion C8H12FO4S with charge -1 at a distorted geometry, from OMol25.

Structure (XYZ):
```
26
Properties=species:S:1:pos:R:3
S 2.732 0.094 4.745
F 3.924 -1.038 4.571
O 3.073 1.099 3.787
O 2.734 0.415 6.145
O 1.992 -0.611 0.446
O -1.363 1.437 1.207
C -1.351 0.210 1.309
C -0.019 -0.596 1.867
C -2.666 -0.482 1.010
C 1.209 0.074 1.069
C -0.090 -2.049 1.382
C 0.247 -0.464 3.403
C 1.373 -0.897 4.297
C 1.419 1.568 1.150
H 0.165 0.667 3.492
H -1.119 -2.457 1.327
H 1.567 -1.970 4.553
H 0.454 -2.687 2.080
H -2.645 -1.576 0.889
H -3.037 -0.016 0.075
H -0.617 -1.077 3.816
H 0.372 -2.133 0.383
H 1.974 1.829 0.238
H 0.474 2.110 1.220
H 2.054 1.771 2.010
H -3.392 -0.224 1.812
```

Computed properties:
energy relative to the best compared isomer or geometry (same formula, charge and spin) = 38.0 kcal/mol
HOMO energy = -3.06 eV
max |F| = 4.077 eV/Å
net charge = -1
SMILES string = CC(=O)C(C)(CC=[S@](=O)([O-])F)C(C)=O
gap between HOMO and LUMO = 6.14 eV

Charges per atom according to Mulliken partitioning, unit e: number 1, S, carries 1.032; number 2, F, carries -0.333; number 3, O, carries -0.614; number 4, O, carries -0.646; number 5, O, carries -0.621; number 6, O, carries -0.600; number 7, C, carries 0.438; number 8, C, carries 2.307; number 9, C, carries -1.225; number 10, C, carries 0.281; number 11, C, carries -1.625; number 12, C, carries -1.120; number 13, C, carries -0.902; number 14, C, carries -1.081; number 15, H, carries 0.361; number 16, H, carries 0.373; number 17, H, carries 0.236; number 18, H, carries 0.403; number 19, H, carries 0.324; number 20, H, carries 0.361; number 21, H, carries 0.238; number 22, H, carries 0.301; number 23, H, carries 0.364; number 24, H, carries 0.324; number 25, H, carries 0.172; number 26, H, carries 0.253